Density functional theory data (wB97M-V/def2-TZVPD) for a molecular structure, C42H62N7O2SeW.

Its lowest unoccupied orbital energy is -9.6 eV. The highest occupied orbital energy comes out at -15.4 eV. For the HOMO-LUMO gap, the calculation gives 5.868 eV. The total charge is +3. Its energy above the lowest of the compared OMol25 structures with the same formula, charge and spin is 0.0 kcal/mol.

Each line ends with the Mulliken charge.
CARTESIAN COORDINATES (ANGSTROEM)
W (12.5238, 10.8571, 13.2352)  -1.092
C (18.1697, 9.1103, 8.5111)  -1.410
C (16.7886, 8.7077, 7.9023)  1.647
C (16.4539, 9.5845, 6.6906)  -1.599
C (16.9140, 7.2354, 7.5506)  -1.978
C (15.7348, 8.9619, 9.0113)  -0.358
C (15.6209, 10.2532, 9.5780)  -0.824
C (14.6529, 10.4089, 10.5498)  0.536
Se (14.4063, 12.0426, 11.5015)  0.751
C (15.7727, 11.7244, 12.7625)  0.018
C (17.0385, 12.2188, 12.5293)  0.058
C (18.0611, 12.0071, 13.4754)  -0.713
C (17.7678, 11.2663, 14.6175)  -0.287
C (16.5364, 10.6987, 14.8481)  -0.971
C (15.5405, 10.9801, 13.9026)  0.633
O (14.2349, 10.5695, 14.0599)  0.527
C (16.2037, 9.9571, 16.1595)  2.061
C (15.7731, 8.5314, 15.8613)  -1.455
C (15.1222, 10.7105, 16.9551)  -1.037
C (17.4414, 9.8295, 17.0815)  -2.086
C (19.4430, 12.7014, 13.3624)  1.477
C (20.5718, 11.6870, 13.5714)  -1.565
C (19.5115, 13.8522, 14.4069)  -1.502
C (19.6254, 13.3663, 11.9801)  -1.846
C (13.8401, 9.3355, 10.9622)  0.487
O (12.8819, 9.6627, 11.9115)  1.161
C (13.8833, 8.0570, 10.4354)  -0.916
C (14.8680, 7.9402, 9.4408)  0.147
C (12.9051, 6.8962, 10.7787)  2.468
C (11.6611, 7.2959, 11.5750)  -2.396
C (13.6506, 5.8492, 11.5675)  -1.741
C (12.4081, 6.2675, 9.5175)  -2.020
H (18.9100, 8.9250, 7.7185)  0.468
H (18.2077, 10.1867, 8.8096)  0.325
H (18.4191, 8.4680, 9.3996)  0.330
H (17.3235, 9.6103, 5.9945)  0.413
H (15.5748, 9.2160, 6.1703)  0.368
H (16.2833, 10.6097, 6.9468)  0.372
H (17.6351, 7.0318, 6.7490)  0.391
H (17.1597, 6.6707, 8.4620)  0.428
H (15.9487, 6.8649, 7.1947)  0.481
H (16.3092, 11.0477, 9.2256)  0.640
H (17.2693, 12.7533, 11.6200)  0.602
H (18.5784, 11.2255, 15.3123)  0.554
H (14.9785, 8.4111, 15.1098)  0.042
H (16.6015, 7.9287, 15.4905)  0.407
H (15.4766, 8.0643, 16.8134)  0.484
H (14.2353, 10.9635, 16.3275)  -0.058
H (14.9130, 10.0559, 17.8570)  0.446
H (15.5042, 11.6534, 17.2996)  0.330
H (18.2271, 9.2097, 16.6301)  0.425
H (17.8870, 10.7995, 17.3365)  0.453
H (17.1491, 9.3579, 18.0117)  0.438
H (20.4686, 11.1708, 14.5488)  0.292
H (20.6186, 10.9802, 12.7619)  0.389
H (21.4979, 12.2598, 13.5468)  0.483
H (19.3467, 13.4916, 15.4196)  0.333
H (20.4754, 14.3172, 14.3763)  0.487
H (18.7612, 14.6404, 14.2430)  0.320
H (19.6188, 12.6640, 11.1250)  0.327
H (18.8688, 14.1418, 11.8204)  0.409
H (20.5698, 13.9091, 11.8984)  0.412
H (14.9850, 6.9750, 8.9208)  0.345
H (11.9192, 7.5387, 12.6031)  0.133
H (11.1693, 8.1119, 11.1262)  0.399
H (11.0205, 6.4158, 11.6068)  0.692
H (14.0105, 6.2560, 12.5359)  0.233
H (12.9979, 4.9814, 11.7201)  0.464
H (14.5537, 5.4907, 11.0775)  0.393
H (11.7748, 6.9259, 8.9448)  0.434
H (13.2219, 5.9527, 8.8879)  0.405
H (11.8071, 5.4094, 9.7213)  0.549
C (8.0479, 9.4662, 11.3718)  -1.065
N (8.7222, 8.7500, 12.4775)  0.226
C (7.9848, 7.5775, 13.0194)  -1.238
C (9.7798, 9.2364, 13.1492)  0.468
N (10.4524, 10.3144, 12.8032)  0.227
N (10.1843, 8.5536, 14.2994)  0.098
C (11.2318, 8.8220, 15.1677)  0.887
N (11.3319, 8.1079, 16.2611)  -0.329
N (12.1437, 9.7228, 14.9233)  -0.103
H (7.0044, 9.2045, 11.3878)  0.456
H (8.4536, 9.1105, 10.4030)  0.308
H (8.1265, 10.5578, 11.4469)  0.425
H (7.1668, 7.3461, 12.3588)  0.376
H (7.5909, 7.8805, 13.9937)  0.478
H (8.6585, 6.7177, 13.0082)  0.397
H (10.0235, 10.8190, 12.0493)  -0.955
H (9.5948, 7.7353, 14.5368)  0.326
H (10.6588, 7.4329, 16.6325)  0.241
H (12.0821, 8.3292, 16.9114)  0.191
H (12.9255, 9.7718, 15.5580)  -0.395
N (11.9705, 14.4923, 15.6218)  -0.033
C (13.3104, 14.6953, 15.3637)  -0.752
C (13.6947, 13.5768, 14.7237)  -0.455
N (12.6376, 12.7420, 14.5244)  0.249
C (11.5698, 13.3549, 15.0955)  -0.668
H (11.3467, 15.1648, 16.0726)  0.277
H (13.8494, 15.5977, 15.6573)  0.425
H (14.6818, 13.3064, 14.3630)  0.443
H (10.5352, 12.9484, 15.0938)  0.485
C (11.4685, 12.5438, 12.0625)  -1.705
C (10.7927, 12.3104, 10.7537)  0.307
C (9.5081, 12.8316, 10.5435)  -0.304
C (8.9394, 12.7789, 9.2814)  -0.725
C (9.6017, 12.1929, 8.2097)  -0.414
C (10.8539, 11.6080, 8.3910)  -1.179
C (11.4232, 11.6665, 9.6704)  0.052
H (10.7347, 12.7442, 12.8157)  0.858
H (12.0746, 13.4348, 12.0236)  0.844
H (9.0195, 13.3228, 11.3594)  0.497
H (7.9308, 13.1771, 9.1183)  0.435
H (9.1644, 12.1503, 7.1739)  0.380
H (11.3746, 11.0908, 7.5832)  0.506
H (12.3243, 11.1027, 9.8400)  0.443

Atomic forces in eV per Å
W 1.1 1.3 -1.4
C -0.1 0.1 0.1
C 0.5 0.6 1.2
C 1.0 -0.6 -0.6
C -0.8 -0.3 0.0
C -0.3 -0.4 -0.2
C 0.1 -0.5 -0.3
C 0.1 -0.5 -0.1
Se -0.5 -0.2 0.6
C 1.2 0.2 0.2
C 1.0 0.0 0.3
C 0.0 0.8 -0.6
C 0.4 0.5 -0.9
C -1.0 0.0 0.8
C -0.8 0.0 -0.2
O -0.2 -0.3 0.1
C 0.6 0.2 -0.2
C -0.3 -0.8 0.1
C -0.3 -1.0 0.1
C 0.2 0.4 -0.5
C -0.5 0.4 -0.6
C -0.2 0.6 0.9
C -0.8 -0.5 0.0
C -0.1 0.0 -0.3
C -0.2 0.3 0.2
O -0.1 0.5 0.3
C -0.3 0.4 -0.4
C 0.6 -0.5 -0.5
C 0.5 0.7 0.2
C 1.0 -0.9 0.6
C 0.7 -0.3 1.0
C 0.1 0.2 -1.0
H 0.0 0.2 0.4
H 0.1 -0.8 -0.3
H -0.2 0.6 -0.8
H -0.6 -0.3 0.3
H -0.1 -0.1 -0.2
H -0.2 0.7 0.4
H 0.0 0.2 0.4
H 0.2 0.0 -0.4
H 0.1 -0.1 -0.2
H -0.8 -0.4 0.5
H -0.1 0.1 0.0
H 0.0 -0.4 0.6
H 0.0 0.2 0.3
H 0.1 0.1 0.0
H -0.1 0.0 -0.3
H 0.4 -0.4 0.7
H -0.3 1.0 -1.0
H 0.2 0.5 0.3
H -0.2 0.1 0.0
H -0.2 -0.2 0.0
H -0.1 -0.1 0.2
H 0.3 0.2 -0.6
H -0.1 -0.5 -0.2
H 0.2 -0.2 0.2
H 0.1 -0.2 0.2
H 0.6 0.2 -0.1
H 0.1 -0.3 -0.2
H -0.2 0.1 0.5
H -0.1 -0.2 -0.1
H 0.1 -0.2 0.3
H -0.2 0.6 0.5
H 0.0 0.1 0.1
H -0.8 1.0 -0.6
H -0.2 0.0 -0.1
H -0.4 -0.3 -0.3
H 0.2 0.2 0.2
H 0.0 0.0 -0.3
H -0.1 0.5 -0.3
H 0.2 -0.2 -0.3
H -0.3 -0.8 0.3
C 0.9 -0.1 -0.6
N 0.0 0.2 0.9
C 0.7 0.7 -0.1
C -0.3 -0.1 -0.2
N 0.7 -0.3 1.4
N -0.6 -1.0 0.5
C -1.0 -0.2 -0.7
N -0.2 -1.0 1.6
N -0.8 0.8 -1.3
H -0.3 0.0 0.2
H -0.1 0.4 0.5
H 0.1 -0.3 0.0
H -0.2 0.0 -0.1
H -0.1 -0.6 0.0
H -0.2 -0.1 0.4
H -0.1 0.1 -0.7
H 0.7 0.8 -0.1
H 0.2 0.4 -0.6
H -0.2 -0.1 -0.2
H 0.2 -0.2 0.3
N -0.6 1.4 0.4
C -0.2 0.4 0.6
C 1.6 -0.3 -0.7
N -1.8 -0.7 0.0
C -0.1 -1.5 -0.7
H 0.3 -0.3 -0.1
H -0.3 -0.5 -0.1
H -0.2 0.2 0.2
H 1.0 0.6 0.2
C 0.2 -0.7 0.2
C 0.1 -0.3 -1.0
C 0.8 -0.2 -0.3
C -0.9 0.0 -0.4
C 0.0 -0.3 -1.4
C 0.0 0.2 0.9
C -0.4 -0.2 -0.1
H -0.7 0.3 0.3
H 0.5 0.1 0.0
H -0.4 0.3 0.3
H 0.5 0.0 0.1
H 0.2 0.2 1.4
H -0.2 0.2 0.2
H 0.4 0.1 0.0

---

Density functional theory data (wB97M-V/def2-TZVPD) for 2 unconnected molecules or ions with the total composition C2H8NO.

Its lowest unoccupied orbital energy is 4.1 eV. The highest occupied orbital energy comes out at -2.6 eV. For the HOMO-LUMO gap, the calculation gives 6.728 eV. The total charge is -1. Its energy above the lowest of the compared OMol25 structures with the same formula, charge and spin is 6.6 kcal/mol.

Each line ends with the Mulliken charge.
CARTESIAN COORDINATES (ANGSTROEM)
O (2.8784, -1.2301, 0.3687)  -1.140
H (3.2673, -1.1255, 1.2417)  0.128
C (-1.6014, 0.7611, -0.5765)  -0.962
C (-0.1711, 0.4484, -0.1645)  -0.349
N (0.0519, -0.9765, 0.0964)  -0.682
H (-1.8132, 0.4869, -1.6095)  0.267
H (-2.2751, 0.3119, 0.1533)  0.250
H (-1.8223, 1.8269, -0.4194)  0.316
H (0.5576, 0.7653, -0.9065)  0.335
H (0.1175, 1.0452, 0.7061)  0.227
H (1.0767, -1.1354, 0.0744)  0.412
H (-0.2663, -1.1781, 1.0360)  0.198

Atomic forces in eV per Å
O -0.1 0.0 -0.2
H 0.0 0.0 0.1
C 0.1 0.8 0.7
C 0.5 -0.4 0.3
N -0.4 0.4 -0.7
H -0.2 -0.2 0.2
H -0.2 -0.6 -0.3
H 0.2 0.1 -0.5
H -0.1 -0.1 -0.4
H -0.2 0.2 0.3
H 0.3 -0.2 0.5
H 0.1 -0.1 0.0

---

Density functional theory data (wB97M-V/def2-TZVPD) for C4H6NPS in the gas phase.

Its lowest unoccupied orbital energy (alpha / beta) is -0.9 / -0.8 eV. The structure (SMILES) is PC1=NSCC=C1. The highest occupied orbital energy (alpha / beta) comes out at -8.1 / -8.0 eV. For the HOMO-LUMO gap (alpha / beta), the calculation gives 7.213 / 7.173 eV. The total charge is 0. Its energy above the lowest of the compared OMol25 structures with the same formula, charge and spin is 31.4 kcal/mol.

Each line ends with the Mulliken charge.
CARTESIAN COORDINATES (ANGSTROEM)
P (0.2282, 0.1888, 2.7279)  -0.156
C (0.6521, -0.0846, 1.0455)  0.260
N (1.6791, -1.2569, 0.8662)  -0.350
S (1.4264, -2.0847, -0.4959)  0.051
C (0.9789, -0.8641, -1.7576)  -0.585
C (-0.3912, -0.3684, -1.2618)  -0.529
C (-0.3929, 0.1007, 0.0656)  -0.129
H (0.3931, 1.5775, 2.7680)  0.040
H (1.4586, 0.0815, 3.2112)  0.044
H (1.1084, -1.2475, -2.7497)  0.398
H (1.6669, -0.0539, -1.5889)  0.268
H (-1.2541, -0.5493, -1.7690)  0.428
H (-1.2909, 0.6051, 0.4788)  0.261

Atomic forces in eV per Å
P -1.4 0.7 0.6
C 3.0 -4.7 -2.8
N -4.9 4.6 0.9
S 0.7 -0.5 -1.1
C -1.0 0.7 1.7
C 3.6 0.1 3.6
C -0.1 -0.2 -1.3
H -0.3 0.6 0.0
H 2.0 -0.6 1.0
H -0.4 -0.3 -0.4
H 0.6 0.4 -0.2
H -2.3 -0.1 -1.5
H 0.4 -0.6 -0.4